Model P:
# C6H4O

One molecule with the formula C6H4O (ωB97M-V/def2-TZVPD, OMol25).

```
11
Properties=species:S:1:pos:R:3:nbo_charge:R:1
C 2.86362 -1.00360 0.62242 -0.131
C 2.12351 -0.07365 0.81167 -0.115
C 1.09366 0.93281 1.03034 0.449
O 1.09697 1.69138 1.97647 -0.466
C 0.02131 0.85509 0.05313 -0.148
C -0.96102 0.46970 -0.53232 0.131
C -2.19421 -0.12425 -1.03031 -0.699
H 3.49742 -1.84759 0.47075 0.239
H -2.42376 0.11255 -2.07145 0.248
H -3.02509 0.19727 -0.39644 0.246
H -2.09241 -1.20970 -0.93425 0.246
```

Spin multiplicity: 1
Net charge: 0
SMILES string: C#CC(=O)C#CC
Orbital gap (Eh): 0.3667
Highest occupied orbital energy (eV): -10.22
LUMO level (eV): -0.24


Model Q:
# C6H4O

One molecule with the formula C6H4O (ωB97M-V/def2-TZVPD, OMol25).

```
11
Properties=species:S:1:pos:R:3:nbo_charge:R:1
C 3.52668 -0.66396 0.50390 -0.125
C 2.41120 -0.21042 0.50650 -0.118
C 1.09046 0.35223 0.73480 0.441
O 0.82363 0.84803 1.81123 -0.464
C 0.04944 0.26308 -0.27262 -0.147
C -1.10150 0.17839 -0.63163 0.128
C -2.54682 0.08746 -0.79270 -0.697
H 4.51944 -1.05518 0.53594 0.239
H -2.96967 1.04361 -1.11520 0.249
H -2.94529 -0.14254 0.20203 0.251
H -2.85756 -0.70070 -1.48224 0.243
```

Spin multiplicity: 1
Net charge: 0
SMILES string: C#CC(=O)C#CC
Orbital gap (Eh): 0.3611
Highest occupied orbital energy (eV): -10.05
LUMO level (eV): -0.23


How far above the most stable structure does each one sit? In hartree: model P 0.0000; model Q 0.0048.


Model P:
# C6H4O

One molecule with the formula C6H4O (ωB97M-V/def2-TZVPD, OMol25).

```
11
Properties=species:S:1:pos:R:3:nbo_charge:R:1
C -2.87638 0.58858 -1.71022 -0.129
C -2.25777 0.18274 -0.75952 -0.117
C -1.56158 -0.33056 0.41621 0.447
O -2.16825 -0.83223 1.34041 -0.461
C -0.11492 -0.20679 0.41223 -0.150
C 1.08897 -0.13781 0.47278 0.130
C 2.54409 -0.06400 0.56952 -0.699
H -3.43634 0.94363 -2.54848 0.240
H 2.96605 -1.06596 0.69670 0.248
H 2.83490 0.53673 1.43704 0.248
H 2.98123 0.38568 -0.32666 0.243
```

Spin multiplicity: 1
Net charge: 0
SMILES string: C#CC(=O)C#CC
Orbital gap (Eh): 0.3654
Highest occupied orbital energy (eV): -10.21
LUMO level (eV): -0.27


Model Q:
# C6H4O

One molecule with the formula C6H4O (ωB97M-V/def2-TZVPD, OMol25).

```
11
Properties=species:S:1:pos:R:3:nbo_charge:R:1
O 0.20550 1.16553 -1.47925 -0.507
C 0.62883 0.04205 -1.64908 0.380
C 0.17565 -1.11206 -0.84284 -0.326
C -0.49577 -0.89997 0.29862 -0.140
C -0.61508 0.39036 0.93318 -0.022
C -1.12612 1.68937 1.25154 -0.004
C -0.00964 1.10456 1.87558 -0.201
H 1.39351 -0.14396 -2.42517 0.122
H 0.42541 -2.12263 -1.15363 0.224
H -0.84036 -1.73036 0.91128 0.240
H 0.83908 1.11809 2.54379 0.232
```

Spin multiplicity: 1
Net charge: 0
SMILES string: O=C/C=C\C1=C=C1
Orbital gap (Eh): 0.3150
Highest occupied orbital energy (eV): -8.84
LUMO level (eV): -0.27


Model R:
# C6H4O

A 2-piece molecular cluster, C6H4O overall (ωB97M-V/def2-TZVPD, OMol25).

```
11
Properties=species:S:1:pos:R:3:nbo_charge:R:1
C 0.76824 1.79194 -0.78465 -0.117
C -1.50410 1.53398 0.83846 0.058
C -0.79384 0.54564 0.49668 -0.535
C -0.01204 -0.54025 0.11462 0.441
O 0.99546 -0.33729 -0.59752 -0.519
C -0.36309 -1.87724 0.52665 -0.101
C -0.65249 -2.99500 0.86720 -0.100
H 0.19810 1.68768 -1.69939 0.209
H 1.83378 1.61627 -0.82925 0.205
H 0.44268 2.56081 -0.10072 0.216
H -0.91271 -3.98655 1.16792 0.243
```

Spin multiplicity: 1
Net charge: 0
Orbital gap (spin up / spin down) (Eh): 0.2946 / 0.2947
Highest occupied orbital energy (spin up / spin down) (eV): -9.66 / -9.66
LUMO level (spin up / spin down) (eV): -1.64 / -1.64


How far above the most stable structure does each one sit? In hartree: model P 0.0000; model Q 0.0419; model R 0.1831.


Model P:
# C5H12O2

One molecule with the formula C5H12O2 (ωB97M-V/def2-TZVPD, OMol25).

```
19
Properties=species:S:1:pos:R:3:nbo_charge:R:1
C -0.86884 0.48558 2.52402 -0.609
C -0.79873 0.99155 1.08486 -0.407
C 0.07517 0.06269 0.24951 0.108
O -0.46990 -1.24189 0.35618 -0.751
C 0.23772 0.48905 -1.21071 -0.450
C 1.14147 -0.47077 -1.97430 -0.065
O 0.42936 -1.69463 -2.18703 -0.740
H -1.53439 1.09307 3.14453 0.206
H -1.22831 -0.54714 2.53129 0.226
H 0.12772 0.49411 2.98304 0.197
H -0.39810 2.01386 1.05066 0.195
H -1.80297 1.01494 0.64110 0.201
H 1.08750 0.06437 0.69885 0.142
H -0.45431 -1.63804 -0.52752 0.492
H 0.66477 1.49893 -1.25685 0.219
H -0.74013 0.52423 -1.71039 0.213
H 2.05431 -0.65409 -1.38888 0.168
H 1.44237 -0.05328 -2.94392 0.173
H 1.03528 -2.43253 -2.06446 0.481
```

Spin multiplicity: 1
Net charge: 0
SMILES string: CC[C@@H](O)CCO
Orbital gap (Eh): 0.3915
Highest occupied orbital energy (eV): -9.84
LUMO level (eV): 0.82


Model Q:
# C5H12O2

A 2-piece molecular cluster, C5H12O2 overall (ωB97M-V/def2-TZVPD, OMol25).

```
19
Properties=species:S:1:pos:R:3:nbo_charge:R:1
C -2.05128 1.06279 -1.32133 -0.606
C -0.92184 0.06589 -1.02857 -0.436
C 0.06332 0.70813 0.01163 0.119
O -0.62009 0.86938 1.22939 -0.722
C 1.49836 0.06439 0.40603 -0.539
C 0.94997 -1.29202 0.34415 0.450
O 0.25679 -1.78656 1.21401 -0.600
H -2.58393 1.31857 -0.40136 0.224
H -1.65479 1.99185 -1.74539 0.200
H -2.77957 0.65989 -2.03499 0.212
H -1.37256 -0.86288 -0.64415 0.215
H -0.42081 -0.20236 -1.96792 0.203
H 0.32379 1.68816 -0.37150 0.193
H -0.67569 -0.01715 1.63475 0.485
H 1.72820 0.45697 1.40317 0.251
H 2.36359 0.24202 -0.25183 0.228
H 1.03450 -1.73911 -0.66196 0.130
H 2.76144 -1.46509 2.01439 -0.039
H 2.10059 -1.76286 2.17150 0.032
```

Spin multiplicity: 1
Net charge: 0
SMILES string: CC[C@@H](O)CC=O.[H][H]
Orbital gap (Eh): 0.4009
Highest occupied orbital energy (eV): -9.91
LUMO level (eV): 1.00


Model R:
# C5H12O2

C5H12O2 as an isolated structure (ωB97M-V/def2-TZVPD, OMol25).

```
19
Properties=species:S:1:pos:R:3:nbo_charge:R:1
C -1.37293 0.93268 -2.13625 -0.605
C -0.36253 -0.07461 -1.60079 -0.447
C -0.00057 0.07265 -0.15070 0.137
O -1.60675 -0.16476 0.74728 -0.882
C 0.64420 -0.96748 0.57472 -0.626
C 1.64461 -0.58073 1.62957 -0.058
O 1.04170 0.36464 2.51133 -0.743
H -1.53412 0.79595 -3.21122 0.211
H -2.33188 0.82254 -1.62318 0.223
H -1.02158 1.96016 -1.98662 0.200
H 0.59538 0.04858 -2.12701 0.223
H -0.68582 -1.10333 -1.79742 0.217
H 0.17161 1.09950 0.17450 0.206
H -1.58605 0.48680 1.47024 0.481
H 0.86038 -1.88095 0.02406 0.220
H -0.76008 -0.93269 1.05200 0.466
H 2.54853 -0.13141 1.18189 0.142
H 1.97425 -1.47626 2.17667 0.165
H 1.73563 0.73167 3.07154 0.470
```

Spin multiplicity: 1
Net charge: 0
Orbital gap (Eh): 0.3225
Highest occupied orbital energy (eV): -7.89
LUMO level (eV): 0.88


Model S:
# C5H12O2

A 3-piece molecular cluster, C5H12O2 overall (ωB97M-V/def2-TZVPD, OMol25).

```
19
Properties=species:S:1:pos:R:3:nbo_charge:R:1
C 2.31481 2.00642 -0.47918 -0.184
C 1.32722 1.11249 -0.32468 -0.316
C 1.30989 -0.20129 -0.88345 0.206
C 0.11351 -0.91286 -0.69085 -0.563
C 0.05654 -1.49192 0.77407 -0.560
H 3.17468 1.72656 -1.07688 0.192
H 2.27874 2.97728 -0.01856 0.221
H 0.56981 1.32821 0.43025 0.261
H 2.17720 -0.34564 -1.53377 0.206
H -0.15547 -1.75302 -1.32278 0.257
H -0.98140 -1.79231 0.82853 0.290
H 0.24071 -0.74319 1.54055 0.222
H 0.78187 -2.28651 0.88411 0.197
H -2.16826 0.43638 0.58691 0.511
H -2.56125 0.68565 2.08489 0.460
O -1.93111 0.97380 1.42133 -1.042
H -0.79249 -0.24390 -0.78526 0.393
H -3.26775 -0.78848 -0.99249 0.450
O -2.48725 -0.68766 -0.44276 -1.201
```

Spin multiplicity: 1
Net charge: 0
Orbital gap (Eh): 0.1960
Highest occupied orbital energy (eV): -7.91
LUMO level (eV): -2.58


How far above the most stable structure does each one sit? In hartree: model P 0.0000; model Q 0.0719; model R 0.1077; model S 0.1731.


Model P:
# C5H12O2

A 2-piece molecular cluster, C5H12O2 overall (ωB97M-V/def2-TZVPD, OMol25).

```
19
Properties=species:S:1:pos:R:3:nbo_charge:R:1
C 1.04556 0.14752 2.36883 -0.420
C 0.41506 0.42473 1.22202 -0.185
C -0.85273 -0.23062 0.85716 -0.455
C -0.81860 -0.92466 -0.54001 -0.429
C -1.19739 -0.08700 -1.77787 -0.069
O -2.19535 0.96037 -1.45699 -0.737
H 1.95879 0.69132 2.71461 0.188
H 0.81106 -0.43460 3.19405 0.192
H 0.89244 0.99629 0.43467 0.227
H -0.94961 -1.03367 1.62887 0.211
H -1.74606 0.38797 1.04362 0.223
H -1.38601 -1.85168 -0.53139 0.208
H 0.16607 -1.34874 -0.56895 0.212
H -0.36322 0.46152 -2.20000 0.173
H -1.48978 -0.70427 -2.63897 0.187
H -1.81747 1.59186 -0.81874 0.465
O 2.16792 0.51400 -1.00182 -0.975
H 2.90102 0.53128 -1.71305 0.488
H 2.45830 -0.09162 -0.21604 0.494
```

Spin multiplicity: 1
Net charge: 0
SMILES string: C=CCCCO.O
Orbital gap (Eh): 0.3753
Highest occupied orbital energy (eV): -9.64
LUMO level (eV): 0.58


Model Q:
# C5H12O2

One molecule with the formula C5H12O2 (ωB97M-V/def2-TZVPD, OMol25).

```
19
Properties=species:S:1:pos:R:3:nbo_charge:R:1
C 0.22851 -1.56144 2.27704 -0.610
C -0.34040 -1.21492 0.90501 -0.412
C -0.07080 0.22890 0.47537 0.103
O 1.31752 0.52121 0.48430 -0.722
C -0.68764 0.49829 -0.90466 -0.458
C -0.10312 1.70375 -1.64969 -0.074
O 0.90094 1.27494 -2.56559 -0.726
H 0.10087 -2.62672 2.49882 0.208
H 1.29655 -1.32654 2.31086 0.221
H -0.26465 -0.99070 3.07292 0.201
H -1.42477 -1.39328 0.88005 0.201
H 0.09885 -1.87714 0.14421 0.191
H -0.50161 0.90640 1.22728 0.169
H 1.69388 0.17622 -0.33795 0.470
H -1.78079 0.53390 -0.82206 0.216
H -0.44738 -0.35541 -1.55259 0.199
H 0.41246 2.38052 -0.96541 0.198
H -0.88560 2.27512 -2.16810 0.164
H 0.45719 0.84689 -3.30980 0.463
```

Spin multiplicity: 1
Net charge: 0
SMILES string: CC[C@@H](O)CCO
Orbital gap (Eh): 0.4021
Highest occupied orbital energy (eV): -10.04
LUMO level (eV): 0.90


How far above the most stable structure does each one sit? In hartree: model P 0.0631; model Q 0.0000.


Model P:
# C5H12O2

One molecule with the formula C5H12O2 (ωB97M-V/def2-TZVPD, OMol25).

```
19
Properties=species:S:1:pos:R:3:nbo_charge:R:1
C -0.04024 -0.59384 2.63231 -0.609
C 0.55140 -0.73616 1.22946 -0.420
C -0.30292 -0.02512 0.17529 0.079
O -0.43875 1.35158 0.47260 -0.729
C 0.25430 -0.11038 -1.25881 0.078
C -0.79409 0.30920 -2.28041 -0.647
O 1.37629 0.78803 -1.29770 -0.739
H -0.20257 0.46208 2.86827 0.222
H -1.00780 -1.10553 2.71147 0.198
H 0.62271 -1.01936 3.39360 0.208
H 1.56453 -0.31281 1.20514 0.207
H 0.64390 -1.79911 0.96508 0.198
H -1.31005 -0.46479 0.18305 0.171
H 0.38757 1.71710 0.10671 0.476
H 0.62038 -1.12464 -1.46993 0.172
H -1.24744 1.25375 -1.95799 0.226
H -0.34005 0.44016 -3.27071 0.207
H -1.59012 -0.43673 -2.37710 0.224
H 1.25294 1.40657 -2.03032 0.477
```

Spin multiplicity: 1
Net charge: 0
SMILES string: CC[C@@H](O)[C@@H](C)O
Orbital gap (Eh): 0.4001
Highest occupied orbital energy (eV): -10.03
LUMO level (eV): 0.86


Model Q:
# C5H12O2

A 2-piece molecular cluster, C5H12O2 overall (ωB97M-V/def2-TZVPD, OMol25).

```
19
Properties=species:S:1:pos:R:3:nbo_charge:R:1
C -1.43396 1.30634 -1.40466 -0.637
C -1.43793 0.38420 -0.21971 -0.300
C -0.44365 0.13533 0.63673 0.312
O -0.68314 -0.81911 1.60394 -0.702
C 0.91494 0.78025 0.69509 -0.471
C 2.08769 -0.20668 0.61977 -0.606
H -0.42582 1.59836 -1.71465 0.207
H -1.90499 0.80710 -2.25987 0.218
H -2.00758 2.22233 -1.21839 0.217
H -2.36014 -0.16711 -0.03843 0.213
H 0.13722 -1.00852 2.07564 0.480
H 0.97743 1.34622 1.63588 0.215
H 1.00257 1.51562 -0.10908 0.223
H 2.10339 -0.90960 1.46225 0.191
H 2.04887 -0.80290 -0.29661 0.224
H 3.03824 0.33497 0.64942 0.218
O -0.39151 -2.51891 -0.86310 -0.948
H -0.41118 -1.63498 -1.24920 0.469
H -0.81046 -2.36291 -0.00502 0.477
```

Spin multiplicity: 1
Net charge: 0
SMILES string: C/C=C(/O)CC.O
Orbital gap (Eh): 0.3505
Highest occupied orbital energy (eV): -8.77
LUMO level (eV): 0.77


How far above the most stable structure does each one sit? In hartree: model P 0.0000; model Q 0.0142.